No. 1
Here is a 11-piece molecular cluster, C51H130N6O17 overall from the OMol25 dataset. Energies are from the ωB97M-V functional and the def2-TZVPD basis.

Geometry as XYZ:
```
204
Properties=species:S:1:pos:R:3:lowdin_charge:R:1
C -5.64 -5.13 3.31 -0.068
C -6.70 -6.10 3.72 -0.517
C -6.42 -6.64 5.11 -0.072
O -7.93 -5.37 3.70 -0.044
H -4.64 -5.55 3.34 0.085
H -5.82 -4.26 3.94 0.089
H -5.85 -4.78 2.30 0.079
H -6.76 -6.96 3.05 0.135
H -5.46 -7.16 5.19 0.075
H -7.17 -7.33 5.49 0.073
H -6.33 -5.89 5.89 0.079
H -8.55 -6.04 3.41 0.086
C 3.53 5.07 6.39 -0.070
C 4.65 4.61 5.44 -0.447
C 6.08 4.96 6.01 -0.055
O 4.51 3.19 5.38 -0.071
H 2.56 4.85 5.94 0.074
H 3.62 6.10 6.74 0.075
H 3.49 4.50 7.31 0.076
H 4.51 5.01 4.44 0.130
H 6.26 4.83 7.07 0.071
H 6.29 6.02 5.86 0.067
H 6.86 4.39 5.51 0.066
H 4.30 2.86 4.51 0.085
C 0.38 0.18 -0.91 -0.079
C 0.72 0.41 0.55 -0.509
C 0.33 -0.89 1.38 -0.042
O 2.05 0.82 0.64 -0.035
H 0.47 1.05 -1.55 0.077
H -0.57 -0.29 -1.16 0.075
H 1.10 -0.55 -1.27 0.074
H 0.08 1.24 0.88 0.131
H -0.74 -1.05 1.33 0.071
H 0.52 -0.62 2.42 0.069
H 0.91 -1.72 0.98 0.075
H 2.62 0.09 0.41 0.092
C -4.55 3.66 4.87 -0.053
C -5.08 4.47 6.09 -0.492
C -6.23 3.81 6.81 -0.071
O -4.02 4.69 7.00 -0.058
H -3.63 3.99 4.39 0.074
H -5.32 3.52 4.11 0.070
H -4.38 2.64 5.20 0.071
H -5.40 5.47 5.79 0.133
H -6.66 4.39 7.62 0.079
H -5.90 2.91 7.34 0.079
H -7.04 3.56 6.13 0.080
H -3.78 3.96 7.57 0.089
C 9.35 4.39 -0.75 -0.059
C 10.15 3.77 0.42 -0.477
C 9.54 2.44 0.93 -0.060
O 11.47 3.56 -0.06 -0.056
H 8.31 4.59 -0.49 0.078
H 9.42 3.69 -1.58 0.074
H 9.82 5.27 -1.20 0.074
H 10.13 4.53 1.20 0.125
H 9.49 1.59 0.24 0.078
H 8.53 2.60 1.31 0.071
H 10.03 2.12 1.85 0.068
H 12.00 3.03 0.54 0.085
C 1.78 -2.15 11.77 -0.106
O 0.57 -1.63 11.20 -0.203
C 0.81 -0.52 10.35 -0.223
C -0.51 0.24 10.16 -0.188
N -0.88 1.21 11.23 -0.028
C -1.54 0.52 12.36 -0.215
C -1.87 1.43 13.56 -0.233
O -0.72 2.10 13.96 -0.211
C 0.24 1.36 14.74 -0.079
H 2.36 -2.67 11.00 0.080
H 1.65 -2.85 12.59 0.085
H 2.44 -1.35 12.11 0.077
H 1.21 -0.95 9.43 0.119
H 1.56 0.18 10.71 0.115
H -1.30 -0.49 10.01 0.116
H -0.39 0.74 9.19 0.106
H -0.04 1.65 11.57 0.091
H -1.01 -0.36 12.73 0.099
H -2.50 0.13 12.03 0.115
H -2.38 0.96 14.40 0.120
H -2.45 2.29 13.25 0.123
H -0.26 0.95 15.62 0.084
H 1.03 2.00 15.12 0.084
H 0.71 0.57 14.16 0.073
C 4.63 -2.40 -10.49 -0.110
O 4.86 -1.00 -10.49 -0.173
C 5.35 -0.53 -11.71 -0.254
C 5.02 0.94 -11.91 -0.218
N 3.58 1.18 -11.81 -0.048
C 3.41 2.62 -11.57 -0.230
C 2.00 2.93 -11.23 -0.226
O 1.78 2.42 -9.90 -0.187
C 0.48 2.57 -9.46 -0.126
H 5.53 -3.00 -10.57 0.085
H 3.96 -2.73 -11.28 0.085
H 4.13 -2.73 -9.57 0.085
H 5.01 -1.11 -12.57 0.117
H 6.42 -0.72 -11.78 0.120
H 5.32 1.25 -12.91 0.126
H 5.50 1.45 -11.08 0.116
H 3.30 0.69 -10.98 0.095
H 3.68 3.08 -12.52 0.124
H 4.08 3.01 -10.81 0.120
H 1.26 2.67 -11.98 0.125
H 1.90 4.01 -11.24 0.118
H -0.19 2.23 -10.24 0.084
H 0.32 3.64 -9.30 0.087
H 0.32 2.03 -8.53 0.086
C -5.17 1.78 -4.13 -0.096
O -5.64 1.66 -5.48 -0.181
C -6.19 0.44 -5.86 -0.255
C -5.18 -0.65 -5.97 -0.248
N -5.68 -1.69 -6.82 -0.063
C -4.67 -2.72 -7.04 -0.204
C -3.62 -2.36 -8.05 -0.215
O -2.63 -1.58 -7.39 -0.209
C -1.50 -1.28 -8.17 -0.114
H -5.91 1.89 -3.33 0.084
H -4.65 2.73 -4.01 0.082
H -4.41 1.03 -3.90 0.080
H -6.79 0.62 -6.75 0.126
H -6.96 0.21 -5.13 0.121
H -4.90 -1.00 -4.97 0.123
H -4.29 -0.16 -6.35 0.119
H -5.93 -1.24 -7.69 0.105
H -5.25 -3.56 -7.43 0.112
H -4.31 -2.96 -6.05 0.127
H -3.99 -1.81 -8.92 0.127
H -3.15 -3.28 -8.38 0.118
H -0.88 -2.16 -8.33 0.088
H -0.94 -0.62 -7.51 0.084
H -1.68 -0.68 -9.06 0.086
C 0.55 8.26 -1.83 -0.125
O 0.10 9.09 -0.77 -0.162
C -0.46 8.33 0.27 -0.262
C -0.86 9.15 1.43 -0.237
N -2.02 9.97 1.07 -0.047
C -2.52 10.62 2.31 -0.182
C -3.63 11.67 1.98 -0.215
O -3.10 12.79 1.26 -0.206
C -4.00 13.84 0.90 -0.100
H -0.09 7.45 -2.17 0.078
H 1.42 7.67 -1.56 0.083
H 0.70 8.82 -2.76 0.087
H 0.27 7.66 0.73 0.120
H -1.25 7.73 -0.17 0.128
H -0.06 9.76 1.85 0.125
H -1.13 8.48 2.25 0.121
H -1.66 10.72 0.49 0.102
H -1.75 11.23 2.79 0.111
H -2.88 9.84 2.98 0.116
H -4.16 12.05 2.86 0.107
H -4.49 11.23 1.47 0.113
H -3.56 14.69 0.39 0.085
H -4.50 14.16 1.82 0.080
H -4.78 13.50 0.22 0.080
C 5.82 -0.24 -3.25 -0.141
O 5.67 -1.22 -2.28 -0.179
C 6.73 -2.15 -2.19 -0.211
C 6.39 -3.33 -1.18 -0.184
N 6.27 -2.75 0.18 -0.055
C 6.02 -3.85 1.05 -0.249
C 6.09 -3.41 2.53 -0.235
O 7.39 -2.96 2.76 -0.174
C 7.52 -2.25 3.94 -0.124
H 6.63 0.49 -3.16 0.086
H 4.95 0.38 -3.43 0.083
H 5.84 -0.69 -4.24 0.082
H 7.62 -1.67 -1.81 0.116
H 6.92 -2.64 -3.15 0.114
H 7.16 -4.08 -1.33 0.109
H 5.45 -3.80 -1.47 0.116
H 7.09 -2.23 0.46 0.110
H 6.81 -4.58 0.88 0.110
H 5.11 -4.40 0.83 0.122
H 5.86 -4.32 3.08 0.120
H 5.28 -2.69 2.67 0.124
H 8.53 -2.00 4.28 0.087
H 7.07 -2.75 4.80 0.087
H 7.03 -1.29 3.79 0.088
C -7.91 -13.76 -6.27 -0.137
O -6.93 -13.33 -5.39 -0.207
C -7.17 -13.43 -3.94 -0.165
C -5.99 -12.84 -3.12 -0.200
N -5.78 -11.41 -3.39 -0.075
C -4.52 -10.92 -2.84 -0.218
C -4.22 -9.52 -3.38 -0.224
O -3.10 -9.00 -2.69 -0.205
C -2.71 -7.67 -3.02 -0.101
H -8.87 -13.31 -6.02 0.082
H -8.08 -14.84 -6.22 0.082
H -7.60 -13.46 -7.27 0.090
H -7.42 -14.43 -3.61 0.112
H -8.07 -12.86 -3.70 0.112
H -5.08 -13.40 -3.31 0.110
H -6.21 -12.90 -2.05 0.116
H -5.87 -11.25 -4.38 0.101
H -3.65 -11.56 -3.01 0.114
H -4.62 -10.92 -1.76 0.120
H -5.07 -8.90 -3.11 0.122
H -4.05 -9.56 -4.46 0.124
H -1.79 -7.39 -2.51 0.083
H -3.52 -7.02 -2.68 0.083
H -2.49 -7.52 -4.08 0.081
```

Values from the calculation:
LUMO level = 0.0101 hartree
SMILES = COCCNCCOC.COCCNCCOC.COCCNCCOC.COCCNCCOC.COCCNCCOC.COCCNCCOC.CC(C)O.CC(C)O.CC(C)O.CC(C)O.CC(C)O
net charge = 0
frontier orbital gap = 9.04 eV
HOMO energy = -0.3222 Eh
relative energy (zero: lowest compared OMol25 entry of this formula, charge and spin) = 368.8 kJ/mol


No. 2
Here is a 10-piece molecular cluster, C51H131N11O17 overall from the OMol25 dataset. Energies are from the ωB97M-V functional and the def2-TZVPD basis.

Geometry as XYZ:
```
210
Properties=species:S:1:pos:R:3:lowdin_charge:R:1
C -13.55 -15.95 19.75 -0.667
O -14.41 -15.45 19.03 0.017
N -12.78 -16.99 19.45 0.175
N -13.25 -15.36 21.00 0.142
H -13.11 -17.57 18.71 0.096
H -12.47 -17.62 20.19 0.083
H -13.73 -14.48 21.01 0.086
H -12.32 -15.39 21.36 0.072
C -24.57 -19.83 12.65 -0.066
C -24.55 -18.30 12.65 -0.414
C -23.82 -17.73 13.93 -0.226
O -22.57 -18.25 14.02 -0.232
C -21.73 -17.89 15.02 -0.131
N -23.93 -17.67 11.49 0.045
H -24.89 -20.29 13.62 0.082
H -23.61 -20.25 12.42 0.053
H -25.25 -20.17 11.87 0.073
H -25.58 -17.97 12.69 0.124
H -24.39 -18.04 14.85 0.133
H -23.74 -16.60 13.84 0.138
H -20.78 -18.43 14.87 0.070
H -22.17 -18.13 15.98 0.082
H -21.55 -16.78 14.98 0.110
H -23.03 -18.14 11.49 0.058
H -24.38 -17.97 10.62 0.076
C -18.91 -18.73 12.87 -0.073
C -17.83 -19.06 13.83 -0.470
C -17.25 -17.71 14.31 -0.145
O -16.10 -17.96 15.15 -0.229
C -15.23 -16.90 15.25 -0.135
N -18.38 -19.82 14.91 0.068
H -19.71 -19.54 12.95 0.090
H -18.64 -18.70 11.78 0.076
H -19.32 -17.70 13.10 0.073
H -16.99 -19.61 13.27 0.133
H -18.06 -17.22 14.84 0.122
H -16.91 -17.02 13.43 0.138
H -15.56 -16.26 16.07 0.094
H -15.13 -16.39 14.29 0.055
H -14.22 -17.30 15.41 0.091
H -18.69 -20.71 14.54 0.035
H -17.72 -20.14 15.63 0.068
C -12.62 -16.75 12.19 -0.054
O -13.80 -17.50 12.67 -0.210
C -13.76 -18.88 12.33 -0.209
C -14.29 -19.02 10.91 -0.206
N -15.71 -18.59 10.83 -0.014
C -16.19 -18.59 9.42 -0.179
C -15.74 -17.45 8.50 -0.148
O -16.35 -16.14 8.84 -0.195
C -15.40 -15.12 8.69 -0.147
H -12.60 -15.79 12.69 0.080
H -12.54 -16.70 11.08 0.087
H -11.70 -17.21 12.51 0.076
H -14.40 -19.45 13.05 0.120
H -12.74 -19.27 12.36 0.080
H -14.21 -20.08 10.61 0.102
H -13.60 -18.51 10.25 0.099
H -15.87 -17.71 11.29 0.087
H -17.29 -18.57 9.52 0.097
H -15.89 -19.55 8.98 0.117
H -16.01 -17.67 7.44 0.127
H -14.67 -17.24 8.54 0.098
H -15.79 -14.19 8.97 0.061
H -15.15 -14.98 7.66 0.079
H -14.42 -15.31 9.15 0.094
C -19.08 -26.74 16.73 -0.126
O -19.06 -25.46 16.18 -0.207
C -18.35 -25.40 14.99 -0.246
C -17.89 -23.94 14.73 -0.189
N -19.00 -23.03 14.73 -0.075
C -20.01 -23.27 13.70 -0.196
C -21.22 -22.38 13.93 -0.176
O -21.83 -22.73 15.21 -0.201
C -23.02 -22.04 15.46 -0.120
H -18.11 -27.12 17.09 0.079
H -19.42 -27.49 15.94 0.099
H -19.84 -26.70 17.56 0.105
H -19.03 -25.83 14.17 0.137
H -17.36 -25.92 15.17 0.133
H -17.39 -23.74 13.81 0.081
H -17.11 -23.61 15.50 0.133
H -19.48 -22.98 15.63 0.114
H -20.30 -24.32 13.59 0.108
H -19.53 -22.96 12.76 0.112
H -21.95 -22.63 13.17 0.115
H -20.90 -21.31 13.95 0.118
H -22.86 -20.95 15.61 0.084
H -23.46 -22.42 16.39 0.091
H -23.68 -22.19 14.59 0.077
C -16.65 -18.09 18.74 -0.087
O -15.53 -18.44 19.52 -0.217
C -15.78 -18.53 20.93 -0.180
C -14.86 -19.53 21.69 -0.202
N -13.52 -19.03 21.80 -0.092
C -12.81 -19.53 22.86 -0.263
C -11.65 -18.50 23.15 -0.194
O -12.08 -17.17 23.10 -0.255
C -12.85 -16.68 24.18 -0.096
H -16.92 -17.10 18.99 0.077
H -17.42 -18.82 19.03 0.090
H -16.35 -18.19 17.70 0.073
H -16.80 -18.99 21.05 0.120
H -15.81 -17.57 21.49 0.129
H -14.83 -20.58 21.25 0.130
H -15.27 -19.71 22.69 0.109
H -13.67 -18.03 22.05 0.105
H -12.32 -20.54 22.66 0.122
H -13.37 -19.65 23.80 0.112
H -10.96 -18.65 22.30 0.120
H -10.98 -18.63 24.04 0.131
H -13.70 -17.32 24.40 0.079
H -13.27 -15.66 23.96 0.101
H -12.20 -16.72 25.06 0.086
C -20.88 -15.75 11.62 -0.124
O -19.64 -15.22 12.10 -0.197
C -18.96 -14.48 11.05 -0.215
C -17.66 -13.78 11.50 -0.159
N -16.55 -14.73 11.88 -0.034
C -15.26 -14.05 12.02 -0.231
C -15.19 -13.37 13.36 -0.224
O -15.67 -12.06 13.42 -0.184
C -15.02 -11.11 12.66 -0.135
H -21.66 -14.92 11.51 0.110
H -21.32 -16.46 12.30 0.041
H -20.84 -16.27 10.65 0.083
H -19.60 -13.67 10.73 0.102
H -18.92 -15.12 10.15 0.117
H -17.95 -13.22 12.44 0.140
H -17.44 -13.11 10.65 0.116
H -16.43 -15.42 11.14 0.072
H -14.88 -13.47 11.15 0.105
H -14.57 -14.90 12.01 0.089
H -14.17 -13.41 13.75 0.124
H -15.78 -13.99 14.02 0.117
H -15.50 -10.13 12.67 0.088
H -14.93 -11.44 11.60 0.083
H -14.04 -10.93 13.15 0.094
C -14.35 -23.88 17.24 -0.123
O -14.59 -22.96 16.25 -0.195
C -14.95 -21.74 16.77 -0.256
C -14.55 -20.61 15.89 -0.232
N -13.14 -20.33 15.86 -0.019
C -12.37 -21.37 15.22 -0.218
C -11.01 -20.91 14.86 -0.197
O -10.99 -20.07 13.67 -0.201
C -10.99 -20.84 12.46 -0.105
H -13.30 -23.91 17.64 0.102
H -14.46 -24.83 16.82 0.057
H -15.14 -23.81 18.02 0.096
H -14.49 -21.57 17.77 0.131
H -16.07 -21.69 16.84 0.133
H -15.07 -19.74 16.30 0.104
H -14.94 -20.80 14.90 0.108
H -13.07 -19.47 15.33 0.099
H -12.88 -21.62 14.27 0.105
H -12.27 -22.30 15.83 0.132
H -10.33 -21.77 14.68 0.120
H -10.55 -20.42 15.74 0.131
H -11.97 -21.34 12.29 0.064
H -10.11 -21.52 12.41 0.102
H -10.95 -20.16 11.67 0.063
C -17.95 -23.13 22.11 -0.130
O -16.83 -23.84 22.47 -0.203
C -16.04 -24.17 21.35 -0.215
C -14.75 -24.87 21.91 -0.210
N -13.78 -25.19 20.91 -0.062
C -12.41 -25.01 21.43 -0.171
C -11.85 -23.54 21.16 -0.225
O -12.01 -23.12 19.86 -0.181
C -11.83 -21.76 19.71 -0.115
H -18.50 -22.78 22.97 0.087
H -18.57 -23.86 21.59 0.089
H -17.58 -22.29 21.48 0.090
H -15.86 -23.24 20.73 0.121
H -16.47 -24.88 20.67 0.109
H -15.18 -25.66 22.57 0.132
H -14.21 -24.18 22.55 0.096
H -13.91 -26.14 20.58 0.110
H -11.74 -25.71 21.01 0.096
H -12.44 -25.10 22.55 0.122
H -10.77 -23.62 21.32 0.126
H -12.42 -22.96 21.86 0.096
H -12.48 -21.15 20.34 0.070
H -12.02 -21.55 18.69 0.068
H -10.82 -21.45 19.97 0.091
C -12.13 -25.06 11.86 -0.115
O -12.94 -23.97 12.16 -0.242
C -13.64 -23.20 11.19 -0.189
C -14.68 -22.37 11.96 -0.206
N -15.70 -21.76 11.14 -0.064
C -16.86 -22.59 11.05 -0.189
C -17.84 -22.27 9.84 -0.198
O -18.56 -21.11 10.18 -0.228
C -19.20 -20.48 9.08 -0.108
H -12.78 -25.84 11.39 0.105
H -11.76 -25.45 12.78 0.076
H -11.29 -24.65 11.30 0.084
H -14.13 -23.91 10.53 0.110
H -12.86 -22.59 10.66 0.127
H -14.10 -21.59 12.48 0.078
H -15.17 -23.08 12.69 0.134
H -16.01 -20.82 11.41 0.084
H -17.43 -22.58 11.98 0.086
H -16.51 -23.66 10.97 0.128
H -18.51 -23.09 9.51 0.122
H -17.23 -22.01 8.96 0.112
H -19.85 -19.73 9.52 0.085
H -19.79 -21.20 8.51 0.082
H -18.42 -20.13 8.36 0.087
```

Values from the calculation:
LUMO level = 0.0238 hartree
SMILES = COC[C@H](C)N.COC[C@H](C)N.COCCNCCOC.COCCNCCOC.COCCNCCOC.COCCNCCOC.COCCNCCOC.COCCNCCOC.COCCNCCOC.NC(N)=O
net charge = 0
frontier orbital gap = 8.93 eV
HOMO energy = -0.3043 Eh